Computed, not measured: a 2-piece molecular cluster, C4H12O2 overall, with ωB97M-V/def2-TZVPD.

Output
Structure (SMILES)   CCO.CCO
Orbital gap   11.0 eV
Energy above the lowest of the compared OMol25 structures with the same formula, charge and spin   18.9 kcal/mol
Energy   -8436.6952 eV
E_HOMO   -10.4 eV
Net charge   0

Element x y z (Å)
C  0.9999  -0.8452  -2.1235
C  0.3376  -1.7269  -1.0839
O  0.2642  -0.8333  -3.3635
H  1.0579  0.1797  -1.7792
H  1.9853  -1.2033  -2.3923
H  -0.4437  -1.2222  -0.5128
H  -0.5348  -0.3110  -3.2175
H  1.0487  -2.2004  -0.4064
H  -0.2246  -2.5075  -1.5958
C  -0.2788  1.4884  1.4233
C  -0.3586  0.4454  2.5109
O  -1.5427  2.1547  1.3596
H  0.4753  2.2293  1.6832
H  0.0387  1.0734  0.4695
H  -1.3951  0.3076  2.8113
H  -1.5440  2.7952  0.6332
H  0.1871  0.7224  3.4127
H  -0.0724  -0.5464  2.1711

Cartesian forces, eV/Å:
-0.7 0.0 -0.6
-0.5 -0.4 0.0
0.0 0.1 0.3
0.4 0.3 0.3
0.2 0.0 0.1
0.2 0.3 0.2
0.1 -0.2 -0.1
0.0 0.1 0.1
0.3 -0.3 -0.1
0.1 0.7 0.3
-0.4 -0.5 0.3
-0.1 0.0 -0.5
0.2 0.1 0.0
-0.3 -0.2 -0.3
-0.2 0.2 0.0
0.1 -0.2 0.3
0.1 -0.1 -0.1
0.5 0.0 0.0